(1)
{"formula": "C4H13NO3", "method": "the ωB97M-V functional and the def2-TZVPD basis", "total_energy_ev": -11988.1358, "e_lumo_ev": 0.60, "charge": 0, "relative_energy_kcal_mol": 99.98, "smiles": "CNC(CO)CO.O", "homo_lumo_gap_ev": 9.42, "spin_multiplicity": 1, "elements": ["O", "O", "O", "N", "C", "C", "C", "C", "H", "H", "H", "H", "H", "H", "H", "H", "H", "H", "H", "H", "H"], "xyz": [[2.57, 1.48, -1.25], [-4.95, -3.74, 1.65], [1.71, -0.91, -1.68], [-0.61, 0.88, 0.52], [1.21, 1.58, -0.80], [0.77, 0.44, 0.14], [0.92, -1.02, -0.53], [-0.78, 1.75, 1.64], [-1.28, 0.11, 0.51], [1.52, -1.68, 0.09], [-0.90, 1.25, 2.57], [0.14, 2.24, 1.79], [-4.91, -3.36, 0.85], [0.40, 1.83, -1.70], [1.47, 0.44, 1.05], [2.41, -0.04, -1.80], [-4.30, -4.37, 1.94], [3.01, 2.30, -1.46], [1.19, 2.58, -0.39], [-0.13, -1.28, -0.82], [-1.62, 2.58, 1.32]]}



(2)
{"formula": "C4H13NO3", "method": "the ωB97M-V functional and the def2-TZVPD basis", "total_energy_ev": -11990.6029, "e_lumo_ev": 0.59, "charge": 0, "relative_energy_kcal_mol": 43.09, "smiles": "CCCNC=O.O.O", "homo_lumo_gap_ev": 10.41, "spin_multiplicity": 1, "elements": ["O", "O", "O", "N", "C", "C", "C", "C", "H", "H", "H", "H", "H", "H", "H", "H", "H", "H", "H", "H", "H"], "xyz": [[-1.75, 3.82, 1.79], [-1.26, 0.44, -2.16], [0.83, 3.64, -1.22], [-0.04, -1.36, -1.46], [-0.60, -1.43, -0.08], [1.70, -1.66, 1.12], [0.27, -2.22, 0.99], [-0.38, -0.39, -2.32], [-2.51, 4.31, 2.24], [-0.23, -2.17, 1.91], [0.75, 3.79, -0.30], [0.02, -0.33, -3.33], [-0.60, -0.41, 0.23], [2.20, -1.71, 0.13], [-1.52, -2.02, -0.25], [2.40, -2.05, 1.83], [0.46, -2.23, -1.73], [-2.02, 2.90, 1.86], [0.35, -3.36, 0.77], [1.82, -0.67, 1.53], [0.12, 3.11, -1.57]]}



(3)
{"formula": "C4H13NO3", "method": "the ωB97M-V functional and the def2-TZVPD basis", "total_energy_ev": -11988.7712, "e_lumo_ev": 0.69, "charge": 0, "relative_energy_kcal_mol": 85.33, "smiles": "N[C@H](CO)CCO.O", "homo_lumo_gap_ev": 9.98, "spin_multiplicity": 1, "elements": ["O", "O", "O", "N", "C", "C", "C", "C", "H", "H", "H", "H", "H", "H", "H", "H", "H", "H", "H", "H", "H"], "xyz": [[3.76, -0.95, 1.06], [-0.11, 1.66, 1.09], [1.46, -1.10, -0.98], [-3.03, -0.03, -0.24], [-1.38, 1.12, 0.99], [0.77, 0.08, -0.84], [-0.68, -0.39, -1.15], [-1.53, -0.10, 0.00], [0.30, 1.34, 1.90], [-1.04, 0.16, -2.08], [4.03, -1.46, 0.28], [-1.79, 0.70, 1.89], [1.51, -1.51, -1.81], [-2.04, 1.98, 0.68], [-1.40, -1.08, 0.65], [-3.28, 0.36, -1.23], [0.94, 0.22, 0.23], [1.13, 1.07, -1.33], [3.12, -0.37, 0.69], [-0.69, -1.50, -1.29], [-3.55, -0.83, -0.27]]}



(4)
{"formula": "C4H13NO3", "method": "the ωB97M-V functional and the def2-TZVPD basis", "total_energy_ev": -11984.2649, "e_lumo_ev": -4.58, "charge": 0, "relative_energy_kcal_mol": 189.24, "homo_lumo_gap_ev": 3.55, "spin_multiplicity": 1, "elements": ["O", "O", "O", "N", "C", "C", "C", "C", "H", "H", "H", "H", "H", "H", "H", "H", "H", "H", "H", "H", "H"], "xyz": [[-2.90, 0.65, 0.94], [-1.35, -1.45, 1.07], [1.42, -1.03, -1.08], [-1.73, 1.24, -1.20], [2.16, -1.51, -0.19], [-0.46, 0.72, -0.95], [3.48, -1.09, -0.06], [0.11, 1.32, 0.32], [-0.66, -1.35, 1.73], [-3.81, 0.42, 1.14], [-0.50, -0.42, -0.85], [1.06, 0.85, 0.57], [-1.88, -0.60, 1.04], [0.31, 2.38, 0.18], [-2.39, 1.04, -0.36], [0.25, 0.90, -1.76], [-0.58, 1.27, 1.15], [1.72, -2.33, 0.40], [-2.16, 0.86, -2.04], [4.14, -1.63, 0.58], [3.77, -0.23, -0.64]]}



(5)
{"formula": "C4H13NO3", "method": "the ωB97M-V functional and the def2-TZVPD basis", "total_energy_ev": -11983.6004, "e_lumo_ev": -4.75, "charge": 0, "relative_energy_kcal_mol": 204.57, "homo_lumo_gap_ev": 3.30, "spin_multiplicity": 1, "elements": ["O", "O", "O", "N", "C", "C", "C", "C", "H", "H", "H", "H", "H", "H", "H", "H", "H", "H", "H", "H", "H"], "xyz": [[3.74, -0.27, 0.47], [1.35, -1.44, 0.55], [2.33, 0.82, -1.43], [-0.64, 0.49, 0.82], [-1.78, -1.56, 0.49], [-0.17, 1.59, 0.02], [-1.78, -0.07, 0.38], [-2.96, 0.47, -0.18], [-3.68, -0.23, -0.65], [3.68, -0.13, 1.46], [2.97, 0.38, -0.77], [-2.98, 1.54, -0.51], [-1.06, 2.47, -0.18], [2.33, -1.19, 0.39], [0.01, 1.13, -0.99], [-1.13, -2.00, -0.34], [-1.30, -1.81, 1.47], [2.35, 0.42, -2.40], [0.73, -0.66, 0.63], [0.80, 2.05, 0.35], [-2.83, -1.98, 0.42]]}



(6)
{"formula": "C4H13NOS", "method": "the ωB97M-V functional and the def2-TZVPD basis", "total_energy_ev": -18729.5776, "e_lumo_ev": 0.74, "charge": 0, "relative_energy_kcal_mol": 56.12, "smiles": "CN[C@@H](C)CS.O", "homo_lumo_gap_ev": 9.58, "spin_multiplicity": 1, "elements": ["S", "O", "N", "C", "C", "C", "C", "H", "H", "H", "H", "H", "H", "H", "H", "H", "H", "H", "H", "H"], "xyz": [[2.04, -1.76, 0.03], [-1.06, 3.75, -1.04], [-0.10, 0.54, 0.75], [-0.64, 0.89, 2.05], [-1.47, -0.08, -1.27], [0.25, -1.83, -0.54], [-0.74, -0.62, 0.06], [-1.19, 2.89, -0.63], [-0.42, 3.64, -1.79], [-0.79, 0.24, 2.93], [-0.98, 0.67, -1.76], [-1.69, 1.25, 1.94], [-0.09, 1.79, 2.38], [1.95, -0.97, 1.10], [0.03, -1.66, -1.56], [-1.32, -1.17, 0.87], [-1.57, -0.98, -1.98], [0.88, 0.84, 0.73], [-2.47, 0.36, -1.06], [-0.22, -2.83, -0.31]]}



(7)
{"formula": "C4H13NOS", "method": "the ωB97M-V functional and the def2-TZVPD basis", "total_energy_ev": -18730.9015, "e_lumo_ev": 0.78, "charge": 0, "relative_energy_kcal_mol": 25.59, "smiles": "CSCCCN.O", "homo_lumo_gap_ev": 9.14, "spin_multiplicity": 1, "elements": ["S", "O", "N", "C", "C", "C", "C", "H", "H", "H", "H", "H", "H", "H", "H", "H", "H", "H", "H", "H"], "xyz": [[-0.64, 0.04, 2.34], [0.65, 2.06, -2.33], [-0.25, -0.67, -2.32], [0.64, -0.82, -0.06], [0.59, -1.57, -1.41], [-0.55, -1.13, 0.86], [0.00, 1.53, 1.58], [-0.32, -2.11, 1.20], [0.10, -2.50, -1.33], [1.57, -1.64, -1.86], [1.54, -0.78, 0.48], [-1.52, -1.04, 0.42], [-1.21, -0.78, -2.15], [1.19, 2.36, -3.08], [0.52, 0.25, -0.43], [-0.32, 2.44, 2.09], [1.11, 1.54, 1.53], [-0.46, 1.55, 0.59], [-0.08, -0.92, -3.38], [0.48, 1.12, -2.39]]}



(8)
{"formula": "C4H13NOS", "method": "the ωB97M-V functional and the def2-TZVPD basis", "total_energy_ev": -18730.5843, "e_lumo_ev": 0.75, "charge": 0, "relative_energy_kcal_mol": 32.90, "smiles": "CNCCCS.O", "homo_lumo_gap_ev": 9.57, "spin_multiplicity": 1, "elements": ["S", "O", "N", "C", "C", "C", "C", "H", "H", "H", "H", "H", "H", "H", "H", "H", "H", "H", "H", "H"], "xyz": [[0.27, -1.73, -2.39], [1.51, 2.87, 0.12], [-0.81, 0.72, 1.66], [0.57, -0.58, 0.19], [0.62, -0.32, -1.29], [-1.51, 0.67, 2.97], [-0.80, -0.50, 0.89], [-1.15, -1.35, 1.49], [1.67, -0.08, -1.51], [-0.86, 1.12, 3.73], [-1.12, 1.54, 1.15], [-2.47, 1.17, 2.91], [1.34, -0.02, 0.76], [-0.89, -2.23, -1.95], [0.96, 2.38, 0.75], [0.96, 3.28, -0.54], [-0.07, 0.46, -1.61], [1.04, -1.58, 0.40], [-1.73, -0.38, 3.20], [-1.52, -0.43, -0.01]]}



(9)
{"formula": "C4H13NOS", "method": "the ωB97M-V functional and the def2-TZVPD basis", "total_energy_ev": -18730.8917, "e_lumo_ev": 0.56, "charge": 0, "relative_energy_kcal_mol": 25.81, "smiles": "C[C@@H](N)CCS.O", "homo_lumo_gap_ev": 9.55, "spin_multiplicity": 1, "elements": ["S", "O", "N", "C", "C", "C", "C", "H", "H", "H", "H", "H", "H", "H", "H", "H", "H", "H", "H", "H"], "xyz": [[2.39, 0.13, -0.57], [1.30, -3.07, 4.87], [-1.77, 0.11, -0.08], [1.20, 1.33, 0.11], [-1.09, 0.72, -1.21], [-0.59, -0.50, -2.09], [0.01, 1.73, -0.85], [0.51, 2.21, -1.68], [-1.74, 1.16, -1.95], [-1.26, 0.12, 0.80], [0.54, -3.52, 5.20], [-0.51, 2.45, -0.20], [1.65, -0.94, -0.78], [-1.51, -0.93, -2.48], [1.77, 2.23, 0.29], [-0.20, -1.29, -1.45], [0.15, -0.39, -2.87], [0.81, 0.98, 1.06], [1.07, -2.99, 3.94], [-2.72, 0.45, -0.06]]}



(10)
{"formula": "C4H13NPS", "method": "the ωB97M-V functional and the def2-TZVPD basis", "total_energy_ev": -25964.0051, "e_lumo_ev": -3.24, "charge": 1, "relative_energy_kcal_mol": 53.67, "smiles": "C[C@@H](SP)[NH+](C)C", "homo_lumo_gap_ev": 9.73, "spin_multiplicity": 1, "elements": ["S", "P", "N", "C", "C", "C", "C", "H", "H", "H", "H", "H", "H", "H", "H", "H", "H", "H", "H", "H"], "xyz": [[-1.57, -1.35, 0.66], [-2.03, -2.93, -0.57], [0.31, 0.71, 0.72], [0.83, -1.09, -0.99], [-0.07, -0.23, -0.38], [1.59, 1.54, 0.38], [-0.80, 1.62, 1.11], [-1.75, 1.27, 0.63], [-1.13, 1.49, 2.10], [1.85, 2.23, 1.14], [1.38, -0.51, -1.77], [0.52, 0.32, 1.63], [-0.75, -3.47, -0.60], [2.43, 0.92, 0.11], [-0.52, 2.68, 0.92], [0.19, -1.93, -1.62], [1.29, 2.23, -0.46], [-0.78, 0.29, -1.09], [1.41, -1.64, -0.20], [-2.40, -2.13, -1.70]]}



(11)
{"formula": "C4H13NPS2", "method": "the ωB97M-V functional and the def2-TZVPD basis", "total_energy_ev": -36797.4899, "e_lumo_ev": [-4.23, -4.21], "charge": 1, "relative_energy_kcal_mol": 73.27, "homo_lumo_gap_ev": [7.79, 7.50], "spin_multiplicity": 1, "elements": ["S", "S", "P", "N", "C", "C", "C", "C", "H", "H", "H", "H", "H", "H", "H", "H", "H", "H", "H", "H", "H"], "xyz": [[1.93, 0.31, 0.68], [-2.61, -0.49, 1.73], [-2.68, 0.32, -0.22], [0.13, -1.57, 0.97], [0.63, -0.53, -0.06], [2.68, 1.67, -0.31], [0.59, -1.11, -1.39], [-1.16, 1.26, -0.08], [-0.54, -1.38, -1.54], [-0.98, 1.70, -1.05], [-3.79, -1.03, 1.80], [-0.90, 1.79, 0.89], [0.68, -2.53, 0.84], [-3.65, 1.24, 0.09], [1.15, -2.11, -1.41], [3.12, 1.15, -1.24], [-1.03, -1.44, 0.96], [3.30, 2.23, 0.35], [0.30, -1.29, 1.92], [1.04, -0.45, -2.17], [1.78, 2.24, -0.76]]}



(12)
{"formula": "C4H13NS", "method": "the ωB97M-V functional and the def2-TZVPD basis", "total_energy_ev": -16682.7428, "e_lumo_ev": 0.78, "charge": 0, "relative_energy_kcal_mol": 31.07, "smiles": "CCS.CNC", "homo_lumo_gap_ev": 9.58, "spin_multiplicity": 1, "elements": ["S", "N", "C", "C", "C", "C", "H", "H", "H", "H", "H", "H", "H", "H", "H", "H", "H", "H", "H"], "xyz": [[1.30, -0.50, -1.48], [-1.52, 0.49, 0.38], [-2.62, 1.06, -0.37], [-2.00, -0.35, 1.46], [1.64, 0.56, 0.10], [2.23, -0.41, 1.14], [0.72, 1.03, 0.43], [-3.06, 1.91, 0.16], [1.51, -1.15, 1.51], [-3.41, 0.34, -0.55], [-2.28, 1.54, -1.31], [-2.78, 0.22, 1.99], [2.44, 1.26, -0.16], [-1.29, -0.68, 2.21], [2.37, 0.23, 2.03], [0.95, -1.83, -1.44], [-1.01, -0.16, -0.22], [3.10, -0.91, 0.74], [-2.54, -1.22, 1.04]]}